Below is C7H12N2 as an isolated structure, with properties calculated with ωB97M-V/def2-TZVPD.

Cartesian coordinates (Å):
C -2.0112 0.6915 -0.0165
C -1.7995 -0.8041 -0.1826
C 0.6519 -1.0545 0.2126
C 2.0247 -0.6701 -0.4743
C 0.7055 1.0688 0.1805
C 0.4222 -0.0898 1.2903
C -0.6142 0.7166 -0.6485
H -2.6622 1.2971 -0.5806
H -2.0230 1.2544 0.9542
H -2.5269 -1.2458 -0.9566
H -1.8874 -1.4036 0.7442
H 0.4757 -2.1930 0.2101
H 2.9148 -1.0539 0.0281
H 1.8898 -1.0109 -1.4022
H 2.1490 1.4105 -1.1948
H 0.5513 2.0909 0.6512
H 1.2449 -0.1702 2.0834
H -0.5803 0.0328 1.7856
H -0.4534 1.0643 -1.6242
N -0.4489 -0.7089 -0.7277
N 1.9772 0.7779 -0.3323

The calculation puts the HOMO energy at -0.3025 Eh. The maximum force comes out at 6.1 eV/Å. As for the lowest unoccupied orbital energy: 1.1 eV. The calculation puts the gap between HOMO and LUMO at 9.336 eV. Its charge is 0.